Record 1
Computed, not measured: a molecular structure, C29H29AsN2O5ReSSe2, with the ωB97M-V functional and the def2-TZVPD basis.

* F_max: 2.373 eV/A
* E: -9122.7855 Ha
* spin multiplicity: 4
* charge: +2

Geometry (Å):
Re1 -10.685 -5.064 11.443
O1 -13.143 -3.516 7.763
C1 -13.111 -4.005 8.998
O2 -13.269 -3.343 10.000
C2 -12.812 -5.479 9.037
C3 -13.341 -6.313 8.081
C4 -13.138 -7.695 8.146
C5 -12.526 -8.203 9.281
C6 -12.021 -7.315 10.217
N1 -12.105 -5.995 10.108
C7 -11.235 -7.871 11.374
O3 -11.131 -9.052 11.563
O4 -10.653 -6.951 12.134
H1 -13.478 -2.608 7.739
H2 -13.852 -5.830 7.251
H3 -13.564 -8.350 7.385
H4 -12.329 -9.278 9.452
C8 -7.508 -3.364 12.295
Se1 -8.685 -4.721 12.983
C9 -7.676 -6.292 12.364
C10 -7.338 -6.287 10.898
Se2 -8.934 -6.092 9.713
C11 -8.276 -4.685 8.553
H5 -6.523 -3.663 12.612
H6 -7.765 -2.395 12.763
H7 -7.613 -3.269 11.231
H8 -8.303 -7.117 12.743
H9 -6.730 -6.333 12.887
H10 -6.927 -7.279 10.588
H11 -6.712 -5.475 10.549
H12 -7.447 -5.098 8.009
H13 -8.016 -3.804 9.146
H14 -9.119 -4.421 7.951
O5 -9.851 -1.311 11.846
S1 -10.413 -1.787 10.578
N2 -10.569 -3.306 10.628
C12 -15.881 -7.422 13.911
C13 -15.202 -6.983 15.034
C14 -14.098 -6.123 14.911
C15 -13.650 -5.783 13.641
C16 -14.328 -6.250 12.521
C17 -15.425 -7.075 12.649
As1 -12.321 -4.445 13.383
C18 -13.378 -2.808 13.089
C19 -12.890 -1.500 13.159
C20 -13.749 -0.424 13.090
C21 -15.105 -0.600 12.914
C22 -15.602 -1.897 12.844
C23 -14.775 -2.998 12.998
C24 -11.282 -4.269 15.022
C25 -10.727 -3.054 15.420
C26 -9.972 -2.972 16.582
C27 -9.770 -4.157 17.325
C28 -10.270 -5.379 16.865
C29 -11.019 -5.450 15.717
H15 -16.779 -8.044 14.038
H16 -15.469 -7.262 16.023
H17 -13.629 -5.679 15.795
H18 -14.058 -5.859 11.522
H19 -15.957 -7.403 11.765
H20 -11.836 -1.320 13.236
H21 -13.296 0.549 13.276
H22 -15.758 0.272 12.862
H23 -16.660 -2.130 12.799
H24 -15.226 -3.983 12.974
H25 -10.866 -2.145 14.849
H26 -9.614 -2.026 16.999
H27 -9.182 -4.091 18.233
H28 -10.097 -6.260 17.483
H29 -11.390 -6.414 15.323

Atomic partial charges in e from the Löwdin method, atoms 1 to 8: atom 1 (Re): 1.084, atom 2 (O): 0.154, atom 3 (C): -0.480, atom 4 (O): 0.081, atom 5 (C): -0.133, atom 6 (C): 0.048, atom 7 (C): 0.041, atom 8 (C): 0.059


Record 2
Computed, not measured: a molecular structure, C18H36CoFN2O10P2S, with the ωB97M-V functional and the def2-TZVPD basis.

* F_max: 3.146 eV/A
* E: -4132.4781 Ha
* spin multiplicity: 4
* charge: +1

Geometry (Å):
Co1 5.045 8.674 -21.057
F1 8.079 8.623 -19.299
C1 7.401 1.678 -17.278
C2 6.426 0.638 -17.819
C3 5.363 1.321 -18.699
S1 4.937 2.923 -17.851
O1 3.725 2.711 -17.069
O2 5.031 4.048 -18.823
C4 6.500 2.866 -16.758
H1 7.973 2.003 -18.147
H2 8.059 1.313 -16.489
H3 5.912 0.164 -16.983
H4 7.006 -0.158 -18.284
H5 4.446 0.821 -19.010
H6 5.876 1.648 -19.603
H7 6.088 2.641 -15.774
H8 6.925 3.865 -16.668
C5 11.499 15.080 -16.710
O3 11.099 16.418 -16.560
P1 11.553 17.289 -15.266
O4 11.494 18.782 -15.456
O5 13.014 16.649 -14.861
C6 14.009 17.436 -14.214
O6 10.609 16.609 -14.093
C7 9.611 17.393 -13.496
H9 10.625 14.458 -16.903
H10 11.726 14.806 -15.680
H11 12.379 14.913 -17.330
H12 14.911 17.392 -14.824
H13 14.322 16.943 -13.294
H14 13.635 18.454 -14.105
H15 9.892 17.598 -12.463
H16 8.684 16.823 -13.554
H17 9.484 18.355 -13.992
C8 4.821 11.608 -14.631
O7 3.541 12.287 -14.817
P2 2.383 11.545 -15.709
O8 2.921 10.574 -16.750
O9 1.418 12.762 -16.222
C9 0.117 12.472 -16.749
O10 1.421 10.782 -14.588
C10 1.808 9.582 -13.923
H18 5.005 11.447 -13.569
H19 5.648 12.217 -14.996
H20 4.895 10.635 -15.117
H21 -0.027 12.951 -17.718
H22 -0.609 12.707 -15.970
H23 -0.064 11.406 -16.886
H24 1.907 9.771 -12.854
H25 2.790 9.216 -14.223
H26 1.008 8.879 -14.156
N1 12.739 8.788 -22.910
C11 14.022 9.122 -22.669
C12 14.714 8.916 -23.844
C13 13.802 8.428 -24.817
C14 12.527 8.315 -24.201
H27 11.991 8.823 -22.232
H28 14.331 9.574 -21.738
H29 15.767 9.110 -23.981
H30 14.017 8.218 -25.854
H31 11.527 8.032 -24.493
N2 12.644 7.442 -15.707
C15 13.763 6.720 -15.911
C16 14.609 6.744 -14.818
C17 14.164 7.765 -14.011
C18 12.868 8.096 -14.474
H32 11.793 7.558 -16.238
H33 13.899 6.108 -16.791
H34 15.507 6.154 -14.709
H35 14.604 8.064 -13.072
H36 12.215 8.902 -14.170

Atomic partial charges in e from the Löwdin method, atoms 1 to 8: atom 1 (Co): 0.866, atom 2 (F): -0.866, atom 3 (C): -0.205, atom 4 (C): -0.242, atom 5 (C): -0.205, atom 6 (S): 0.734, atom 7 (O): -0.347, atom 8 (O): -0.378


Record 3
Computed, not measured: a gas-phase ion, C5H10N3 (charge +1), with the ωB97M-V functional and the def2-TZVPD basis.

* energy above the lowest of the compared OMol25 structures with the same formula, charge and spin: 102.1 kcal per mole
* F_max: 4.796 eV/A
* SMILES: C[C@H]1N=CCN=[N+]1C
* E: -360.4125 Ha
* charge: +1

Geometry (Å):
C1 0.242 1.590 -0.624
C2 -0.026 0.699 0.649
N1 -1.409 0.694 0.967
C3 -2.195 -0.101 0.330
C4 -1.708 -1.217 -0.487
N2 -0.374 -1.503 -0.217
N3 0.404 -0.667 0.337
C5 1.741 -1.061 0.693
H1 0.488 2.590 -0.255
H2 -0.673 1.745 -1.055
H3 0.894 1.141 -1.261
H4 0.618 1.245 1.370
H5 -3.232 -0.083 0.602
H6 -2.111 -2.300 -0.336
H7 -1.953 -1.041 -1.473
H8 2.053 -2.150 0.753
H9 1.992 -0.724 1.620
H10 2.533 -0.715 -0.075

Atomic partial charges in e from the Löwdin method, atoms 1 to 8: atom 1 (C): 0.039, atom 2 (C): -0.304, atom 3 (N): 0.132, atom 4 (C): -0.075, atom 5 (C): -0.134, atom 6 (N): 0.193, atom 7 (N): -0.067, atom 8 (C): 0.021


Record 4
Computed, not measured: a molecular structure, C40H29CsF5NO4P2S, with the ωB97M-V functional and the def2-TZVPD basis.

* energy above the lowest of the compared OMol25 structures with the same formula, charge and spin: 24.0 kcal per mole
* F_max: 1.434 eV/A
* E: -3497.9084 Ha
* charge: -2

Geometry (Å):
Cs1 0.848 2.191 0.188
O1 2.702 0.211 4.409
C1 2.196 0.786 3.424
O2 2.480 0.628 2.212
C2 1.074 1.786 3.753
C3 1.098 2.529 4.929
C4 0.087 3.451 5.139
C5 -0.925 3.590 4.203
C6 -0.886 2.791 3.064
N1 0.100 1.921 2.854
C7 -1.984 2.912 1.983
O3 -3.013 3.508 2.341
O4 -1.716 2.410 0.860
H1 1.895 2.371 5.642
H2 0.080 4.066 6.033
H3 -1.744 4.284 4.323
C8 -0.668 -0.779 -1.778
C9 -1.383 -1.017 -0.434
P1 -3.004 -0.124 -0.355
C10 -3.336 -0.092 1.445
C11 -4.542 0.488 1.840
C12 -4.864 0.612 3.179
C13 -3.973 0.178 4.151
C14 -2.764 -0.384 3.773
C15 -2.449 -0.525 2.427
C16 -4.060 -1.574 -0.830
C17 -4.373 -2.622 0.036
C18 -5.123 -3.702 -0.402
C19 -5.571 -3.757 -1.716
C20 -5.269 -2.721 -2.587
C21 -4.526 -1.635 -2.141
C22 0.667 -1.540 -1.902
P2 1.755 -1.143 -0.444
C23 1.791 -2.675 0.559
C24 2.259 -2.506 1.867
C25 2.343 -3.593 2.724
C26 1.952 -4.856 2.296
C27 1.487 -5.030 1.001
C28 1.412 -3.945 0.135
C29 3.413 -1.161 -1.240
C30 3.659 -0.115 -2.134
C31 4.890 0.028 -2.749
C32 5.913 -0.868 -2.465
C33 5.687 -1.900 -1.566
C34 4.448 -2.045 -0.958
H4 -0.480 0.289 -1.885
H5 -1.306 -1.051 -2.626
H6 -0.766 -0.597 0.370
H7 -1.461 -2.093 -0.248
H8 -5.212 0.879 1.083
H9 -5.792 1.090 3.469
H10 -4.206 0.305 5.201
H11 -2.051 -0.695 4.526
H12 -1.494 -0.951 2.161
H13 -4.025 -2.580 1.062
H14 -5.360 -4.508 0.283
H15 -6.156 -4.603 -2.058
H16 -5.620 -2.757 -3.611
H17 -4.302 -0.813 -2.812
H18 1.214 -1.215 -2.788
H19 0.494 -2.614 -2.000
H20 2.566 -1.515 2.193
H21 2.708 -3.440 3.732
H22 2.009 -5.704 2.969
H23 1.181 -6.012 0.660
H24 1.055 -4.112 -0.874
H25 2.880 0.612 -2.339
H26 5.056 0.855 -3.429
H27 6.886 -0.751 -2.928
H28 6.484 -2.595 -1.326
H29 4.290 -2.851 -0.249
F1 1.343 4.490 -7.342
C35 1.633 4.613 -6.030
C36 1.431 3.566 -5.152
F2 0.938 2.400 -5.612
C37 1.734 3.715 -3.813
F3 1.521 2.643 -3.023
C38 2.254 4.886 -3.239
S1 2.621 5.030 -1.563
C39 2.440 5.920 -4.183
F4 2.935 7.104 -3.780
C40 2.145 5.797 -5.523
F5 2.350 6.830 -6.365

Atomic partial charges in e from the Löwdin method, atoms 1 to 8: atom 1 (Cs): 1.078, atom 2 (O): -0.047, atom 3 (C): -0.676, atom 4 (O): -0.179, atom 5 (C): -0.201, atom 6 (C): -0.021, atom 7 (C): -0.076, atom 8 (C): -0.019


Record 5
Computed, not measured: a single C5H5ClN2O2 molecule, with the ωB97M-V functional and the def2-TZVPD basis.

* energy above the lowest of the compared OMol25 structures with the same formula, charge and spin: 92.3 kcal per mole
* F_max: 2.520 eV/A
* SMILES: CO/C(Cl)=C\C=N/N=C=O
* E: -913.5971 Ha
* charge: 0

Geometry (Å):
C1 1.288 -0.394 -1.603
O1 0.821 -0.143 -0.320
C2 0.283 -1.011 0.494
Cl1 0.521 -2.744 0.191
C3 -0.156 -0.683 1.738
C4 -0.446 0.691 1.989
N1 -0.885 1.578 1.206
N2 -1.128 1.272 -0.038
C5 -1.555 1.481 -1.111
O2 -1.947 1.620 -2.216
H1 2.168 0.263 -1.918
H2 0.456 -0.310 -2.312
H3 1.553 -1.430 -1.601
H4 -0.457 -1.303 2.550
H5 -0.516 1.114 2.952

Atomic partial charges in e from the Löwdin method, atoms 1 to 8: atom 1 (C): -0.069, atom 2 (O): -0.133, atom 3 (C): -0.673, atom 4 (Cl): 0.703, atom 5 (C): -0.085, atom 6 (C): -0.159, atom 7 (N): 0.052, atom 8 (N): 0.067


Record 6
Computed, not measured: a single C6H13N molecule, with the ωB97M-V functional and the def2-TZVPD basis.

* energy above the lowest of the compared OMol25 structures with the same formula, charge and spin: 17.8 kcal per mole
* F_max: 1.272 eV/A
* SMILES: C/C=C/C[C@@H](C)N
* E: -291.1303 Ha
* charge: 0

Geometry (Å):
C1 2.166 -2.048 -1.254
C2 1.251 -0.863 -1.180
C3 1.020 -0.171 -0.061
C4 0.268 1.139 -0.038
C5 -1.259 1.015 0.275
C6 -1.717 -0.272 0.966
N1 -1.687 2.233 0.965
H1 2.783 -1.977 -2.147
H2 2.779 -2.103 -0.359
H3 1.656 -3.005 -1.340
H4 0.894 -0.490 -2.137
H5 1.581 -0.525 0.795
H6 0.765 1.773 0.687
H7 0.372 1.541 -1.041
H8 -1.708 1.064 -0.720
H9 -1.769 -0.090 2.039
H10 -2.673 -0.590 0.558
H11 -1.018 -1.105 0.843
H12 -2.607 2.080 1.369
H13 -1.098 2.394 1.778

Atomic partial charges in e from the Löwdin method, atoms 1 to 8: atom 1 (C): -0.109, atom 2 (C): -0.168, atom 3 (C): -0.151, atom 4 (C): -0.154, atom 5 (C): -0.443, atom 6 (C): -0.064, atom 7 (N): 0.011, atom 8 (H): 0.069